Entry 1:
Entry from the Open Molecules 2025 dataset: an isolated molecule of CH2N4O2 at a distorted geometry (the ωB97M-V functional and the def2-TZVPD basis).

Results
**LUMO**: -0.349 eV
**SMILES**: NN=C=N[N+](=O)[O-]
**Energy above the lowest of the compared OMol25 structures with the same formula, charge and spin**: 491.7 kJ/mol
**Total charge**: 0
**HOMO**: -9.64 eV
**Frontier orbital gap**: 9.294 eV

XYZ file:
```
9
CH2N4O2 the ωB97M-V functional and the def2-TZVPD basis
C -0.02 -0.12 -0.17
N -1.17 -0.55 -0.28
N 2.34 0.15 0.14
N 1.04 -0.11 0.40
N -2.35 0.15 -0.10
O -3.24 -0.59 0.07
O -2.29 1.34 -0.08
H 2.71 0.02 -0.77
H 2.98 -0.27 0.79
```



Entry 2:
Entry from the Open Molecules 2025 dataset: a structure of composition CH2N4O3 at a distorted geometry (the ωB97M-V functional and the def2-TZVPD basis).

Results
**LUMO**: -0.808 eV
**Energy above the lowest of the compared OMol25 structures with the same formula, charge and spin**: 476.5 kJ/mol
**Total charge**: 0
**HOMO**: -8.90 eV
**Frontier orbital gap**: 8.091 eV

XYZ file:
```
10
CH2N4O3 the ωB97M-V functional and the def2-TZVPD basis
C -0.17 0.15 -0.01
H -2.31 -0.08 -2.38
H 1.35 -2.07 -0.10
N -0.66 -0.45 -1.13
N 0.22 1.41 1.79
N 1.29 0.88 1.55
N 1.04 -0.01 0.60
O -2.07 -0.13 -1.12
O -0.67 1.13 0.86
O 1.97 -0.84 -0.06
```



Entry 3:
Entry from the Open Molecules 2025 dataset: a structure of composition CH2N4O4S at a distorted geometry (the ωB97M-V functional and the def2-TZVPD basis).

Results
**LUMO (spin up / spin down)**: -1.701 / -3.491 eV
**Energy above the lowest of the compared OMol25 structures with the same formula, charge and spin**: 137.4 kJ/mol
**Total charge**: 0
**HOMO (spin up / spin down)**: -10.46 / -9.21 eV
**Frontier orbital gap (spin up / spin down)**: 8.756 / 5.718 eV

XYZ file:
```
12
CH2N4O4S the ωB97M-V functional and the def2-TZVPD basis
C -0.65 1.08 2.25
N 0.10 1.52 3.07
N -1.90 0.79 0.35
N -1.06 0.44 1.27
N 1.34 -2.04 -1.14
O 1.16 -2.36 -2.27
O 1.74 -2.67 -0.24
O 0.01 0.53 -1.65
O 2.30 0.69 -0.57
S 0.95 0.16 -0.58
H -1.92 0.13 -0.50
H -2.07 1.73 0.01
```



Entry 4:
Entry from the Open Molecules 2025 dataset: an isolated molecule of CH2N4OS (the ωB97M-V functional and the def2-TZVPD basis).

Results
**LUMO**: -0.457 eV
**SMILES**: On1[nH]nnc1=S
**Energy above the lowest of the compared OMol25 structures with the same formula, charge and spin**: 133.9 kJ/mol
**Total charge**: 0
**HOMO**: -8.95 eV
**Frontier orbital gap**: 8.488 eV

XYZ file:
```
9
CH2N4OS the ωB97M-V functional and the def2-TZVPD basis
C -0.97 -0.18 -0.23
H -0.19 -0.99 1.81
H 1.85 1.11 -0.33
N 0.17 0.16 0.42
N 1.10 0.44 -0.53
N 0.46 0.58 -1.68
N -0.74 0.19 -1.56
O 0.55 -0.35 1.61
S -2.23 -0.96 0.50
```



Entry 5:
Entry from the Open Molecules 2025 dataset: an isolated molecule of CH2N4OS at a distorted geometry (the ωB97M-V functional and the def2-TZVPD basis).

Results
**LUMO**: -0.617 eV
**SMILES**: Nn1onnc1=S
**Energy above the lowest of the compared OMol25 structures with the same formula, charge and spin**: 163.2 kJ/mol
**Total charge**: 0
**HOMO**: -9.32 eV
**Frontier orbital gap**: 8.704 eV

XYZ file:
```
9
CH2N4OS the ωB97M-V functional and the def2-TZVPD basis
C -0.59 -0.81 -0.06
H -0.58 1.61 0.83
H -0.26 1.99 -0.77
N 0.10 1.54 0.09
N 0.28 0.23 -0.15
N 1.45 -1.61 0.04
N 0.25 -1.96 0.01
O 1.57 -0.26 0.00
S -2.22 -0.73 0.00
```



Entry 6:
Entry from the Open Molecules 2025 dataset: an isolated molecule of CH2N4S at a distorted geometry (the ωB97M-V functional and the def2-TZVPD basis).

Results
**LUMO**: 0.141 eV
**SMILES**: Sn1cnnn1
**Energy above the lowest of the compared OMol25 structures with the same formula, charge and spin**: 113.9 kJ/mol
**Total charge**: 0
**HOMO**: -10.05 eV
**Frontier orbital gap**: 10.193 eV

XYZ file:
```
8
CH2N4S the ωB97M-V functional and the def2-TZVPD basis
C 0.60 0.97 -0.04
H -2.12 -1.34 0.26
H 0.37 2.03 -0.14
N -0.35 0.00 0.04
N 1.76 0.44 0.04
N 1.55 -0.92 -0.03
N 0.29 -1.16 -0.08
S -2.09 -0.02 -0.03
```



Entry 7:
Entry from the Open Molecules 2025 dataset: an isolated molecule of CH2N4S at a distorted geometry (the ωB97M-V functional and the def2-TZVPD basis).

Results
**LUMO (spin up / spin down)**: -1.478 / -1.600 eV
**SMILES**: C1N=NN=NS1
**Energy above the lowest of the compared OMol25 structures with the same formula, charge and spin**: 403.2 kJ/mol
**Total charge**: 0
**HOMO (spin up / spin down)**: -9.24 / -9.20 eV
**Frontier orbital gap (spin up / spin down)**: 7.760 / 7.601 eV

XYZ file:
```
8
CH2N4S the ωB97M-V functional and the def2-TZVPD basis
C 0.22 0.02 0.17
N 0.87 1.02 0.80
N 1.91 1.49 0.29
N 2.70 0.93 -0.49
N 2.74 -0.60 -0.41
S 1.53 -1.30 0.36
H -0.69 -0.07 0.80
H -0.20 0.19 -0.82
```



Entry 8:
Entry from the Open Molecules 2025 dataset: the ion CH2N7O2 with charge -1 at a distorted geometry (the ωB97M-V functional and the def2-TZVPD basis).

Results
**LUMO**: 3.532 eV
**SMILES**: N=C=N/N=N\NN=[N+]([O-])[O-]
**Energy above the lowest of the compared OMol25 structures with the same formula, charge and spin**: 0.0 kJ/mol
**Total charge**: -1
**HOMO**: -3.87 eV
**Frontier orbital gap**: 7.404 eV

XYZ file:
```
12
CH2N7O2 the ωB97M-V functional and the def2-TZVPD basis
C 2.56 -0.19 -0.01
N 1.62 -0.82 0.36
N 0.84 -1.88 -0.03
N -0.39 -1.73 -0.14
N -2.30 -0.41 -0.13
N -0.96 -0.59 0.05
N 3.64 0.39 -0.11
N -2.65 0.83 -0.01
O -1.79 1.71 0.25
O -3.84 1.09 -0.16
H 3.70 1.35 -0.38
H -0.44 0.26 0.30
```



Entry 9:
Entry from the Open Molecules 2025 dataset: the ion CH2NO2S with charge -1 at a distorted geometry (the ωB97M-V functional and the def2-TZVPD basis).

Results
**LUMO**: 4.078 eV
**SMILES**: NOC([O-])=S
**Energy above the lowest of the compared OMol25 structures with the same formula, charge and spin**: 117.1 kJ/mol
**Total charge**: -1
**HOMO**: -3.07 eV
**Frontier orbital gap**: 7.148 eV

XYZ file:
```
7
CH2NO2S the ωB97M-V functional and the def2-TZVPD basis
C -0.57 -0.14 -0.72
N 0.93 0.43 0.92
O -1.07 -0.81 0.13
O 0.51 0.55 -0.46
S -1.01 0.03 -2.32
H 1.22 -0.54 0.96
H -0.01 0.49 1.49
```



Entry 10:
Entry from the Open Molecules 2025 dataset: the ion CH2NO2S with charge -1 at a distorted geometry (the ωB97M-V functional and the def2-TZVPD basis).

Results
**LUMO**: 4.308 eV
**Energy above the lowest of the compared OMol25 structures with the same formula, charge and spin**: 156.8 kJ/mol
**Total charge**: -1
**HOMO**: -2.85 eV
**Frontier orbital gap**: 7.163 eV

XYZ file:
```
7
CH2NO2S the ωB97M-V functional and the def2-TZVPD basis
C 0.05 0.64 -0.83
N 0.62 -0.39 -0.43
O -1.85 1.97 -2.00
O -1.71 -0.46 -2.68
S -1.05 0.88 -2.56
H -0.09 1.64 -0.33
H 1.14 -0.32 0.54
```



Entry 11:
Entry from the Open Molecules 2025 dataset: a cluster of 3 separate species, CH2NO3P in total at a distorted geometry (the ωB97M-V functional and the def2-TZVPD basis).

Results
**LUMO**: 6.583 eV
**Energy above the lowest of the compared OMol25 structures with the same formula, charge and spin**: 56.0 kJ/mol
**Total charge**: -2
**HOMO**: -0.46 eV
**Frontier orbital gap**: 7.044 eV

XYZ file:
```
8
CH2NO3P the ωB97M-V functional and the def2-TZVPD basis
C -1.12 -2.92 1.67
N -0.57 -3.93 1.47
O -0.54 1.86 2.20
O -1.71 -1.89 1.89
O 1.06 0.83 0.61
P -0.40 1.02 0.94
H 1.64 2.26 -4.15
H 1.64 2.78 -4.63
```



Entry 12:
Entry from the Open Molecules 2025 dataset: the ion CH2NO3S with charge -1 at a distorted geometry (the ωB97M-V functional and the def2-TZVPD basis).

Results
**LUMO**: 4.109 eV
**Energy above the lowest of the compared OMol25 structures with the same formula, charge and spin**: 79.7 kJ/mol
**Total charge**: -1
**HOMO**: -4.57 eV
**Frontier orbital gap**: 8.678 eV

XYZ file:
```
8
CH2NO3S the ωB97M-V functional and the def2-TZVPD basis
C 1.18 -0.65 0.16
N 0.34 0.25 -0.01
O -2.06 0.81 1.26
O 1.15 -1.75 0.68
O -1.85 0.81 -1.26
S -1.61 0.01 0.10
H 2.15 -0.44 -0.32
H 0.71 0.97 -0.62
```